Formula: C34H30F4N2
Source: the OMol25 dataset
Level of theory: wB97M-V/def2-TZVPD

Calculated values
spin multiplicity: 1
gap between HOMO and LUMO: 0.3535 hartree
total charge: 0
E_LUMO: 0.54 eV
electronic energy: -1822.49440 Eh
HOMO: -9.074 eV

The geometry in XYZ format:
```
70
Properties=species:S:1:pos:R:3:lowdin_charge:R:1
F 2.34 -4.48 -1.99 0.073
F 3.79 4.87 -5.06 0.078
F -1.10 3.06 -3.55 0.095
F -2.50 0.99 7.05 0.054
N -1.69 -2.86 1.18 0.064
N 3.90 -0.15 1.71 0.044
C -0.09 -1.52 -3.59 -0.109
C -3.61 1.64 -0.59 -0.089
C 2.24 1.67 -2.95 -0.078
C -2.88 -2.77 0.55 -0.161
C 2.28 3.05 -4.96 -0.020
C 0.61 0.07 5.42 -0.082
C 1.75 2.00 -4.24 -0.098
C -1.52 0.23 6.52 -0.274
C 2.67 0.11 2.29 -0.145
C 3.28 3.85 -4.40 -0.279
C 0.27 -3.31 -1.97 -0.001
C -3.84 2.90 -1.19 -0.081
C 1.49 -0.54 0.30 -0.063
C 3.80 3.55 -3.11 -0.007
C -1.74 -1.15 6.35 -0.027
C -2.42 0.96 -0.90 -0.069
C -1.90 2.63 -2.59 -0.295
C -0.40 0.82 5.98 -0.041
C 3.91 -0.51 0.40 -0.115
C -3.60 -1.03 2.00 -0.112
C 2.08 -2.61 -3.41 -0.024
C -3.08 3.32 -2.30 0.000
C 1.58 -3.49 -2.47 -0.291
C -1.41 -1.92 2.10 -0.134
C -0.54 -2.30 -2.53 -0.077
C 2.69 -0.72 -0.36 -0.067
C -1.56 1.50 -1.85 -0.014
C -2.38 -0.99 2.58 -0.067
C 3.29 2.45 -2.44 -0.083
C 0.48 -1.34 5.44 -0.071
C -3.87 -1.85 0.91 -0.066
C -0.77 -1.95 5.76 -0.083
C 1.44 -0.08 1.67 -0.064
C 1.21 -1.68 -3.95 -0.115
H -2.68 -1.63 6.58 0.114
H 1.76 0.87 -2.41 0.061
H 2.85 -0.91 -1.41 0.078
H 1.88 3.18 -5.96 0.114
H 1.33 -1.91 5.10 0.098
H -2.22 -0.36 3.44 0.098
H 4.90 -0.63 -0.01 0.095
H -0.91 -3.01 5.64 0.106
H -0.61 1.02 -2.04 0.084
H -4.36 -0.34 2.35 0.108
H -0.44 -2.02 2.57 0.085
H 0.56 0.19 2.23 0.083
H -2.92 -3.49 -0.25 0.098
H -3.38 4.30 -2.65 0.110
H 3.10 -2.72 -3.75 0.121
H -4.74 3.29 -0.74 0.098
H 4.57 4.14 -2.65 0.112
H 0.87 1.51 -4.63 0.092
H -0.34 1.87 6.19 0.121
H -2.18 0.17 -0.21 0.078
H 1.52 0.53 5.07 0.086
H -1.55 -2.24 -2.15 0.089
H 1.55 -1.04 -4.76 0.102
H 0.53 -0.49 -0.19 0.082
H -0.71 -0.92 -4.24 0.109
H -0.04 -4.00 -1.20 0.108
H 2.73 0.60 3.26 0.078
H -4.77 -1.86 0.31 0.104
H -4.30 1.34 0.19 0.086
H 3.77 2.16 -1.52 0.096
```